[1]
Computed, not measured: one molecule with the formula C5H7NO2 in a non-equilibrium geometry, with ωB97M-V/def2-TZVPD.

CARTESIAN COORDINATES (ANGSTROEM)
C (2.7559, -0.6458, 0.6696)
C (1.7898, -0.0941, 0.2659)
C (0.4793, 0.4364, -0.2103)
O (0.7565, 1.4041, -1.1376)
C (-0.4819, -0.6620, -0.7302)
C (-1.7436, -0.4138, 0.0728)
O (-1.6910, 0.8259, 0.7104)
N (-0.3844, 1.1432, 0.8790)
H (3.7387, -1.1346, 0.7682)
H (0.4003, 2.3574, -1.0146)
H (-0.0712, -1.6465, -0.6132)
H (-0.8674, -0.5367, -1.6847)
H (-2.6794, -0.3618, -0.5354)
H (-1.9227, -1.2984, 0.8351)
H (-0.0788, 0.6269, 1.7251)

Forces on the atoms, in the same order (eV/Å):
C 2.90 -1.32 0.06
C -2.65 0.70 -0.01
C -1.45 1.25 0.79
O 0.00 2.83 -2.13
C -0.10 0.64 1.63
C -2.49 -2.94 1.42
O -0.95 0.01 -0.87
N 3.82 -0.91 1.29
H -1.25 0.61 0.26
H 0.56 -2.87 0.56
H 0.08 -0.39 0.15
H 0.57 0.49 -2.34
H 0.80 -0.30 0.25
H 0.36 1.65 -0.99
H -0.22 0.54 -0.05

Calculated values
Kohn-Sham gap	0.3812	Eh
energy above the lowest of the compared OMol25 structures with the same formula, charge and spin	476.9	kJ/mol
2S+1	1
charge	0
E_HOMO	-9.50	eV
LUMO level	0.0321	Eh

[2]
Computed, not measured: one molecule with the formula C19H22FNO3S, with ωB97M-V/def2-TZVPD.

CARTESIAN COORDINATES (ANGSTROEM)
C (-3.5957, -2.8310, -2.5700)
O (-3.2133, -2.6139, -1.2361)
C (-3.1308, -1.3291, -0.7884)
C (-3.3672, -0.2001, -1.5509)
C (-3.2189, 1.0682, -1.0024)
C (-2.8705, 1.2265, 0.3239)
C (-2.6039, 2.5899, 0.9036)
C (-1.1249, 2.7022, 1.3208)
N (-0.2687, 2.0665, 0.3467)
C (0.2801, 0.8560, 0.5627)
O (0.3795, 0.3372, 1.6565)
C (0.8124, 0.1756, -0.6879)
S (1.6610, 1.3150, -1.8149)
C (3.0315, 1.8508, -0.7125)
C (3.9174, 0.7019, -0.3677)
C (3.7759, 0.0412, 0.8484)
C (4.5735, -1.0470, 1.1548)
C (5.5091, -1.4679, 0.2285)
F (6.2930, -2.5268, 0.5212)
C (5.6650, -0.8359, -0.9927)
C (4.8609, 0.2489, -1.2845)
C (-2.6598, 0.0919, 1.1054)
C (-2.7566, -1.1775, 0.5672)
O (-2.5011, -2.3269, 1.2436)
C (-1.9160, -2.2224, 2.5219)
H (-4.5947, -2.4309, -2.7745)
H (-3.6085, -3.9121, -2.6992)
H (-2.8793, -2.3926, -3.2737)
H (-3.6494, -0.2884, -2.5879)
H (-3.3823, 1.9327, -1.6293)
H (-3.2307, 2.7718, 1.7784)
H (-2.8327, 3.3518, 0.1562)
H (-0.8385, 3.7520, 1.4326)
H (-0.9490, 2.1840, 2.2654)
H (-0.3530, 2.3747, -0.6126)
H (-0.0302, -0.2334, -1.2484)
H (1.4894, -0.6344, -0.4140)
H (2.5781, 2.2985, 0.1712)
H (3.5577, 2.6113, -1.2875)
H (3.0359, 0.3733, 1.5616)
H (4.4729, -1.5666, 2.0942)
H (6.4021, -1.1947, -1.6932)
H (4.9595, 0.7502, -2.2360)
H (-2.3902, 0.2170, 2.1409)
H (-1.0165, -1.5994, 2.4986)
H (-1.6498, -3.2392, 2.8056)
H (-2.6231, -1.8188, 3.2546)

Forces on the atoms, in the same order (eV/Å):
C -0.06 -0.01 -0.22
O 0.09 0.20 0.39
C 0.03 -0.16 0.03
C 0.02 -0.34 -0.09
C 0.01 0.13 0.24
C -0.24 0.14 -0.18
C 0.15 -0.13 0.03
C -0.07 0.05 0.16
N -0.15 0.45 -0.03
C 0.33 0.00 -0.49
O 0.00 -0.24 0.46
C 0.31 0.14 -0.19
S 0.05 -0.01 -0.07
C -0.54 -0.18 -0.29
C 0.09 -0.01 0.12
C 0.11 0.12 -0.17
C 0.22 -0.22 -0.07
C -0.13 0.11 0.03
F -0.04 0.05 -0.02
C 0.07 -0.14 0.09
C -0.05 -0.02 0.19
C -0.12 -0.22 -0.02
C 0.01 -0.14 -0.04
O -0.20 0.11 -0.45
C 0.16 0.05 0.28
H 0.05 0.00 0.00
H -0.01 0.08 -0.04
H -0.04 0.00 0.03
H -0.03 -0.08 -0.10
H -0.01 0.11 -0.04
H -0.04 0.10 -0.01
H -0.06 0.02 0.02
H -0.03 -0.10 0.10
H -0.01 0.13 -0.06
H 0.15 -0.12 0.06
H -0.03 -0.05 0.00
H -0.18 0.04 0.11
H 0.12 0.11 0.02
H -0.01 0.07 0.07
H -0.10 0.04 0.07
H 0.02 -0.08 0.09
H 0.09 -0.06 -0.05
H 0.03 0.04 -0.11
H 0.11 -0.05 0.13
H -0.06 -0.02 0.00
H -0.02 0.07 0.03
H 0.02 -0.01 -0.03

Calculated values
Kohn-Sham gap	0.3154	Eh
energy above the lowest of the compared OMol25 structures with the same formula, charge and spin	43.4	kJ/mol
2S+1	1
charge	0
E_HOMO	-8.01	eV
LUMO level	0.0210	Eh

[3]
Computed, not measured: one molecule with the formula Cl2H2P2 in a non-equilibrium geometry, with ωB97M-V/def2-TZVPD.

CARTESIAN COORDINATES (ANGSTROEM)
P (-0.7917, 0.9687, -0.2511)
P (0.4816, -0.8433, 0.0167)
Cl (0.4374, -0.8030, 2.0259)
Cl (2.3372, 0.2140, -0.2259)
H (-0.6938, 0.3393, -1.5443)
H (-1.7707, 0.1242, -0.0213)

Forces on the atoms, in the same order (eV/Å):
P 2.49 0.31 -1.36
P 1.06 1.35 -0.06
Cl -0.02 -0.45 1.22
Cl -0.66 -0.59 -0.18
H -0.40 0.97 -0.27
H -2.47 -1.58 0.66

Calculated values
Kohn-Sham gap	0.3632	Eh
energy above the lowest of the compared OMol25 structures with the same formula, charge and spin	0.0	kJ/mol
2S+1	1
charge	0
E_HOMO	-9.58	eV
LUMO level	0.0110	Eh

Record order is preserved below.
DFT total energy: -10878.675, -41245.462, -43655.263 eV